Computed, not measured: a molecular structure, C2H3LiNaO2 at a distorted geometry, with ωB97M-V/def2-TZVPD.

Results
E_tot	-397.9848	Ha
charge	+1
energy relative to the best compared isomer or geometry (same formula, charge and spin)	71.9	kcal/mol
LUMO energy	-5.46	eV
orbital gap	5.284	eV
HOMO	-10.7	eV

Geometry as XYZ:
```
9
Properties=species:S:1:pos:R:3:forces:R:3:lowdin_charge:R:1
H -0.95802 -1.21869 -0.07489 -0.172 1.017 -0.599 0.191
O -1.04804 -1.43558 1.23539 0.723 -0.601 2.493 -0.032
C -0.02737 -0.65652 1.20762 -2.656 -0.243 -1.592 -0.151
C 0.14573 -0.40811 -0.18743 0.840 0.183 -0.625 -0.432
O 0.63781 0.80729 -0.58712 -0.061 2.482 -2.153 -0.478
Na -0.75814 2.61362 -0.62823 -0.305 -0.415 0.816 0.822
Li 1.15083 1.56659 -2.23946 0.479 -1.254 0.804 0.832
H 0.29486 -0.04469 2.04160 0.492 -0.610 0.504 0.136
H 0.56234 -1.22391 -0.76747 0.659 -0.560 0.353 0.112
```
Forces are in eV/Å.

---

Computed, not measured: C2H3N in the gas phase at a distorted geometry, with ωB97M-V/def2-TZVPD.

Results
SMILES string	CC#N
E_tot	-132.7504	Ha
charge	0
energy relative to the best compared isomer or geometry (same formula, charge and spin)	0.8	kcal/mol
LUMO energy	0.80	eV
orbital gap	12.650	eV
HOMO	-11.8	eV

Geometry as XYZ:
```
6
Properties=species:S:1:pos:R:3:forces:R:3:lowdin_charge:R:1
C 1.12328 -0.13941 0.30081 -0.072 0.569 1.082 -0.076
C -0.27961 0.02519 -0.04177 0.164 0.354 -0.160 -0.290
N -1.35883 0.17571 -0.39428 -0.272 -0.044 0.063 0.126
H 1.34948 -1.17854 0.22893 0.411 -0.757 -0.057 0.068
H 1.75670 0.43328 -0.35710 0.099 0.110 -0.366 0.077
H 1.34357 0.20060 1.33387 -0.329 -0.232 -0.562 0.094
```
Forces are in eV/Å.

---

Computed, not measured: C2H3N in the gas phase at a distorted geometry, with ωB97M-V/def2-TZVPD.

Results
SMILES string	CC#N
E_tot	-132.7340	Ha
charge	0
energy relative to the best compared isomer or geometry (same formula, charge and spin)	11.1	kcal/mol
LUMO energy	0.77	eV
orbital gap	12.214	eV
HOMO	-11.4	eV

Geometry as XYZ:
```
6
Properties=species:S:1:pos:R:3:forces:R:3:lowdin_charge:R:1
C -0.04366 0.49722 -0.21189 -0.300 -0.876 1.776 -0.071
C 0.02998 -0.92255 0.19294 1.239 -4.697 -0.127 -0.279
N 0.19331 -2.04623 0.55470 -0.849 4.563 -1.338 0.108
H -1.10725 0.72785 -0.27258 0.215 0.439 -0.157 0.080
H 0.56606 0.92154 -1.00956 -0.120 -0.779 -0.110 0.085
H 0.36156 0.82216 0.74639 -0.185 1.350 -0.044 0.078
```
Forces are in eV/Å.

---

Computed, not measured: a gas-phase ion, C2H3N2O (charge +1) at a distorted geometry, with ωB97M-V/def2-TZVPD.

Results
E_tot	-262.0993	Ha
charge	+1
energy relative to the best compared isomer or geometry (same formula, charge and spin)	237.5	kcal/mol
LUMO energy (spin up / spin down)	-8.16 / -8.15	eV
orbital gap (spin up / spin down)	7.176 / 7.178	eV
HOMO (spin up / spin down)	-15.3 / -15.3	eV

Geometry as XYZ:
```
8
Properties=species:S:1:pos:R:3:forces:R:3:lowdin_charge:R:1
C -0.91916 -0.55282 0.02707 1.748 0.256 -0.703 -0.141
C -1.61831 0.48635 0.06000 -1.423 0.877 -0.067 0.460
N 0.34629 -1.04978 0.27960 0.408 -1.468 0.389 0.078
N 1.80964 0.73795 -0.16698 -6.907 -0.832 -0.517 0.243
O 1.45921 -0.44307 0.22436 4.149 2.450 0.065 -0.046
H -2.42173 1.21700 0.08985 0.514 0.118 0.048 0.127
H -1.39387 -1.44503 -0.38254 -1.177 -0.083 -0.053 0.192
H 2.73793 1.04940 -0.13136 2.688 -1.319 0.839 0.088
```
Forces are in eV/Å.

---

Computed, not measured: 2 unconnected molecules or ions with the total composition C2H3N2O at a distorted geometry, with ωB97M-V/def2-TZVPD.

Results
E_tot	-262.4363	Ha
charge	+1
energy relative to the best compared isomer or geometry (same formula, charge and spin)	26.0	kcal/mol
LUMO energy	-6.10	eV
orbital gap	11.986	eV
HOMO	-18.1	eV

Geometry as XYZ:
```
8
Properties=species:S:1:pos:R:3:forces:R:3:lowdin_charge:R:1
C 1.53736 0.75659 -0.41648 2.031 1.492 0.022 0.027
C 0.73834 -0.33538 -0.12746 -1.948 -1.964 -1.085 0.070
N -3.66430 0.07537 1.06684 11.867 1.790 -6.461 0.078
N -2.59770 0.23343 0.48916 -11.863 -1.811 6.472 0.006
O 2.36408 1.48492 -0.63564 -1.424 -0.593 0.159 0.422
H -0.34591 -0.28847 0.10328 0.569 0.966 0.055 0.091
H 1.21528 -0.98447 0.57680 0.660 -0.125 0.892 0.141
H 0.75284 -0.94199 -1.05651 0.107 0.246 -0.055 0.166
```
Forces are in eV/Å.

---

Computed, not measured: a gas-phase ion, C2H3N2O2 (charge -1) at a distorted geometry, with ωB97M-V/def2-TZVPD.

Results
SMILES string	CON1N=C1[O-]
E_tot	-337.8931	Ha
charge	-1
energy relative to the best compared isomer or geometry (same formula, charge and spin)	73.0	kcal/mol
LUMO energy	4.33	eV
orbital gap	7.272	eV
HOMO	-2.9	eV

Geometry as XYZ:
```
9
Properties=species:S:1:pos:R:3:forces:R:3:lowdin_charge:R:1
C 0.15274 0.05213 0.36986 -1.180 -1.730 1.963 -0.250
O 1.12314 0.68094 -0.32411 1.985 0.742 0.959 -0.264
N 0.95308 0.97441 -1.71852 -0.077 0.968 -0.805 -0.067
N -0.44190 1.41967 -1.86709 -2.286 -0.643 -0.956 0.020
C 0.28735 2.42648 -1.81617 0.599 -0.607 0.768 -0.610
O 0.45725 3.62192 -1.71076 0.619 0.247 -0.240 -0.041
H 0.15601 -1.10668 0.30115 -0.853 1.447 -0.977 0.088
H -0.81896 0.59519 0.52639 0.277 -0.859 -1.340 0.078
H 0.43153 0.06311 1.41579 0.916 0.433 0.628 0.045
```
Forces are in eV/Å.